Below is a cluster of 9 separate species, C26H72N2O18 in total, with properties calculated with the ωB97M-V functional and the def2-TZVPD basis.

Each atom is followed by the atoms it is bonded to, with distances in Å.
CARTESIAN COORDINATES (ANGSTROEM)
1 C -12.400 -8.688 -10.317  O2 1.397, H10 1.090, H11 1.090, H12 1.090
2 O -11.041 -8.846 -10.601  C1 1.397, C3 1.451
3 C -10.661 -9.567 -11.802  O2 1.451, C4 1.483, H13 1.090, H14 1.090
4 C -9.197 -9.660 -12.024  C3 1.483, N5 1.487, H15 1.090, H16 1.090
5 N -8.544 -8.329 -11.909  C4 1.487, C6 1.491, H17 1.010
6 C -8.839 -7.562 -13.152  N5 1.491, C7 1.535, H18 1.090, H19 1.090
7 C -8.422 -6.084 -13.129  C6 1.535, O8 1.440, H20 1.090, H21 1.090
8 O -8.956 -5.349 -12.012  C7 1.440, C9 1.387
9 C -8.681 -3.993 -11.923  O8 1.387, H22 1.090, H23 1.090, H24 1.090
10 H -12.485 -8.411 -9.266  C1 1.090
11 H -12.955 -9.614 -10.465  C1 1.090
12 H -12.987 -7.981 -10.904  C1 1.090
13 H -11.117 -9.129 -12.690  C3 1.090
14 H -11.077 -10.573 -11.756  C3 1.090
15 H -8.992 -10.237 -12.926  C4 1.090
16 H -8.914 -10.176 -11.107  C4 1.090
17 H -9.149 -7.882 -11.234  N5 1.010
18 H -9.919 -7.613 -13.288  C6 1.090
19 H -8.374 -8.052 -14.007  C6 1.090
20 H -8.630 -5.645 -14.105  C7 1.090
21 H -7.355 -5.908 -12.994  C7 1.090
22 H -8.567 -3.293 -12.751  C9 1.090
23 H -7.671 -3.980 -11.513  C9 1.090
24 H -9.422 -3.490 -11.302  C9 1.090
25 C -17.615 -15.851 -10.888  O26 1.391, H34 1.090, H35 1.090, H36 1.090
26 O -17.324 -16.829 -11.835  C25 1.391, C27 1.397
27 C -16.081 -16.753 -12.469  O26 1.397, C28 1.545, H37 1.090, H38 1.090
28 C -15.679 -15.385 -13.064  C27 1.545, N29 1.394, H39 1.090, H40 1.090
29 N -15.410 -14.364 -12.155  C28 1.394, C30 1.397, H41 1.010
30 C -14.235 -14.516 -11.415  N29 1.397, C31 1.507, H42 1.090, H43 1.090
31 C -13.572 -13.233 -10.986  C30 1.507, O32 1.438, H44 1.090, H45 1.090
32 O -14.276 -11.979 -10.955  C31 1.438, C33 1.432
33 C -15.494 -11.904 -10.205  O32 1.432, H46 1.090, H47 1.090, H48 1.090
34 H -18.506 -16.175 -10.349  C25 1.090
35 H -17.775 -14.853 -11.296  C25 1.090
36 H -17.055 -15.736 -9.960  C25 1.090
37 H -16.186 -17.498 -13.258  C27 1.090
38 H -15.351 -17.171 -11.776  C27 1.090
39 H -16.477 -15.011 -13.705  C28 1.090
40 H -14.789 -15.433 -13.692  C28 1.090
41 H -15.316 -13.430 -12.530  N29 1.010
42 H -13.492 -15.175 -11.863  C30 1.090
43 H -14.302 -14.992 -10.436  C30 1.090
44 H -12.809 -12.946 -11.710  C31 1.090
45 H -12.780 -13.280 -10.238  C31 1.090
46 H -16.229 -12.497 -10.750  C33 1.090
47 H -15.765 -10.854 -10.314  C33 1.090
48 H -15.335 -12.246 -9.182  C33 1.090
49 O -18.577 -15.501 -17.372  C50 1.429, H53 0.960
50 C -18.054 -16.183 -16.231  O49 1.429, C51 1.572, H54 1.090, H55 1.090
51 C -16.688 -16.841 -16.650  C50 1.572, O52 1.443, H56 1.090, H57 1.090
52 O -16.895 -17.802 -17.707  C51 1.443, H58 0.960
53 H -19.394 -15.045 -17.157  O49 0.960
54 H -17.942 -15.368 -15.517  C50 1.090
55 H -18.799 -16.797 -15.725  C50 1.090
56 H -16.279 -17.283 -15.741  C51 1.090
57 H -15.881 -16.119 -16.772  C51 1.090
58 H -16.674 -17.287 -18.487  O52 0.960
59 O -18.112 -18.990 -10.678  C60 1.429, H63 0.960
60 C -18.115 -18.747 -9.269  O59 1.429, C61 1.520, H64 1.090, H65 1.090
61 C -18.757 -19.962 -8.618  C60 1.520, O62 1.412, H66 1.090, H67 1.090
62 O -17.807 -20.919 -8.199  C61 1.412, H68 0.960
63 H -18.053 -18.113 -11.064  O59 0.960
64 H -17.029 -18.669 -9.217  C60 1.090
65 H -18.518 -17.846 -8.806  C60 1.090
66 H -19.389 -20.518 -9.310  C61 1.090
67 H -19.444 -19.665 -7.825  C61 1.090
68 H -17.422 -21.217 -9.026  O62 0.960
69 O -16.168 -8.069 -10.372  C70 1.416, H73 0.960
70 C -15.619 -6.851 -9.905  O69 1.416, C71 1.514, H74 1.090, H75 1.090
71 C -16.688 -5.804 -10.132  C70 1.514, O72 1.367, H76 1.090, H77 1.090
72 O -17.058 -5.625 -11.436  C71 1.367, H78 0.960
73 H -16.136 -7.988 -11.328  O69 0.960
74 H -15.516 -6.896 -8.821  C70 1.090
75 H -14.651 -6.624 -10.352  C70 1.090
76 H -16.442 -4.818 -9.738  C71 1.090
77 H -17.579 -6.114 -9.586  C71 1.090
78 H -17.950 -5.308 -11.274  O72 0.960
79 O -14.864 -12.358 -15.467  C80 1.391, H83 0.960
80 C -15.842 -13.213 -15.963  O79 1.391, C81 1.586, H84 1.090, H85 1.090
81 C -15.816 -12.865 -17.511  C80 1.586, O82 1.416, H86 1.090, H87 1.090
82 O -14.530 -13.119 -18.047  C81 1.416, H88 0.960
83 H -14.333 -12.539 -16.247  O79 0.960
84 H -15.472 -14.235 -15.878  C80 1.090
85 H -16.775 -12.902 -15.493  C80 1.090
86 H -16.077 -11.854 -17.822  C81 1.090
87 H -16.456 -13.467 -18.156  C81 1.090
88 H -14.700 -13.331 -18.967  O82 0.960
89 O -18.564 -15.644 -6.237  C90 1.426, H93 0.960
90 C -18.041 -14.335 -6.023  O89 1.426, C91 1.541, H94 1.090, H95 1.090
91 C -16.889 -14.209 -7.038  C90 1.541, O92 1.398, H96 1.090, H97 1.090
92 O -15.879 -15.176 -7.009  C91 1.398, H98 0.960
93 H -17.792 -16.210 -6.305  O89 0.960
94 H -18.837 -13.610 -5.852  C90 1.090
95 H -17.629 -14.292 -5.015  C90 1.090
96 H -16.435 -13.236 -6.850  C91 1.090
97 H -17.213 -14.393 -8.062  C91 1.090
98 H -15.150 -14.889 -6.454  O92 0.960
99 O -14.761 -17.941 -9.467  C100 1.421, H103 0.960
100 C -14.773 -18.383 -8.116  O99 1.421, C101 1.577, H104 1.090, H105 1.090
101 C -13.636 -17.860 -7.157  C100 1.577, O102 1.412, H106 1.090, H107 1.090
102 O -12.323 -18.203 -7.546  C101 1.412, H108 0.960
103 H -15.472 -18.210 -10.053  O99 0.960
104 H -15.669 -17.830 -7.831  C100 1.090
105 H -14.774 -19.469 -8.022  C100 1.090
106 H -13.901 -18.196 -6.154  C101 1.090
107 H -13.652 -16.770 -7.142  C101 1.090
108 H -12.306 -18.295 -8.501  O102 0.960
109 O -16.038 -9.145 -6.117  C110 1.369, H113 0.960
110 C -16.427 -9.747 -7.284  O109 1.369, C111 1.539, H114 1.090, H115 1.090
111 C -17.889 -9.278 -7.391  C110 1.539, O112 1.529, H116 1.090, H117 1.090
112 O -18.733 -10.123 -6.435  C111 1.529, H118 0.960
113 H -15.097 -8.979 -6.213  O109 0.960
114 H -15.873 -9.538 -8.199  C110 1.090
115 H -16.447 -10.832 -7.182  C110 1.090
116 H -18.311 -9.411 -8.387  C111 1.090
117 H -18.194 -8.233 -7.329  C111 1.090
118 H -18.512 -9.656 -5.626  O112 0.960

Properties
Energy relative to the best compared isomer or geometry (same formula, charge and spin) ... 184.5 kcal per mole
Charge ... 0

Below is a cluster of 3 separate species, C4H16NO2 in total, with properties calculated with the ωB97M-V functional and the def2-TZVPD basis.

Each atom is followed by the atoms it is bonded to, with distances in Å.
CARTESIAN COORDINATES (ANGSTROEM)
1 C 0.002 -2.101 -0.768  C2 1.531, H6 1.103, H7 1.088, H8 1.087
2 C 0.118 -0.579 -0.887  C1 1.531, C3 1.567, N5 1.494, H9 1.089
3 C -1.190 -0.018 -1.543  C2 1.567, C4 1.525, H10 1.088, H11 1.085
4 C -0.863 1.343 -2.148  C3 1.525, H12 1.093, H13 1.101, H14 1.088
5 N 0.295 0.041 0.461  C2 1.494, H15 1.036, H16 1.058, H17 1.050
6 H -0.333 -2.492 -1.745  C1 1.103
7 H -0.781 -2.383 -0.066  C1 1.088
8 H 0.891 -2.707 -0.618  C1 1.087
9 H 1.058 -0.411 -1.411  C2 1.089
10 H -1.356 -0.669 -2.398  C3 1.088
11 H -1.913 -0.132 -0.743  C3 1.085
12 H -0.618 1.248 -3.209  C4 1.093
13 H -1.681 2.074 -2.250  C4 1.101
14 H -0.058 1.879 -1.648  C4 1.088
15 H 1.182 -0.006 0.995  N5 1.036
16 H 0.146 1.085 0.383  N5 1.058
17 H -0.379 -0.420 1.121  N5 1.050
18 H 3.812 1.171 1.200  O20 0.961
19 H 3.154 0.493 2.498  O20 0.981
20 O 3.017 0.776 1.568  H18 0.961, H19 0.981
21 H -1.517 1.429 3.582  O23 0.978
22 H -1.779 -0.124 4.047  O23 0.966
23 O -1.208 0.501 3.581  H21 0.978, H22 0.966

Properties
Energy relative to the best compared isomer or geometry (same formula, charge and spin) ... 13.6 kcal per mole
Charge ... 0
Spin multiplicity ... 2

Below is the ion C5H3BrCl3N2O with charge +1, with properties calculated with the ωB97M-V functional and the def2-TZVPD basis.

Each atom is followed by the atoms it is bonded to, with distances in Å.
CARTESIAN COORDINATES (ANGSTROEM)
1 O -1.964 1.967 -1.533  C2 1.197
2 C -1.934 0.771 -1.552  O1 1.197, C3 1.584, C9 1.479
3 C -0.979 -0.056 -0.596  C2 1.584, N4 1.358, N8 1.345
4 N -0.673 -1.351 -0.324  C3 1.358, C5 1.332, H13 0.972
5 C 0.415 -1.347 0.444  N4 1.332, Br6 1.863, C7 1.376
6 Br 1.216 -2.934 1.000  C5 1.863
7 C 0.870 -0.060 0.624  C5 1.376, N8 1.344, H14 1.070
8 N -0.085 0.702 0.064  C3 1.345, C7 1.344, H15 1.014
9 C -2.645 -0.160 -2.455  C2 1.479, Cl10 1.826, Cl11 1.807, Cl12 1.750
10 Cl -3.225 -1.678 -1.623  C9 1.826
11 Cl -1.262 -0.718 -3.474  C9 1.807
12 Cl -3.861 0.588 -3.467  C9 1.750
13 H -1.221 -2.115 -0.571  N4 0.972
14 H 1.780 0.160 1.142  C7 1.070
15 H -0.025 1.711 0.141  N8 1.014

Properties
Energy relative to the best compared isomer or geometry (same formula, charge and spin) ... 0.0 kcal per mole
Charge ... +1

Number 1: F_max 3.9 eV/Å. Number 2: F_max 2.5 eV/Å. Number 3: F_max 3.4 eV/Å.